DFT (ωB97M-V/def2-TZVPD) results for a structure of composition C35H43N2O3PZn.

- gap between HOMO and LUMO (alpha / beta) (eV) = 4.023 / 6.438
- M (u) = 636.10
- 2S+1 = 2
- charge = -1
- ⟨S²⟩ = 0.78
- energy relative to the best compared isomer or geometry (same formula, charge and spin) (kJ/mol) = 0.00

Each line ends with the Löwdin charge.
Positions of all 85 atoms, in Å:
Zn 0.73529 0.37600 0.37095  0.59
C -1.01296 4.46973 2.53730  -0.11
C -0.21109 3.49426 1.68144  -0.53
C -0.48845 3.71047 0.19137  -0.12
P -0.41362 1.68806 1.99822  1.08
C -0.03958 1.31318 3.76362  -0.52
C 0.23305 -0.19490 3.84171  -0.12
C -1.06915 1.70709 4.81950  -0.12
C -2.11278 1.22427 1.64724  -0.28
C -3.23159 1.70895 2.33108  -0.08
C -4.52353 1.30858 2.04407  -0.31
C -5.71382 1.86282 2.78171  -0.08
C -4.67548 0.36295 1.01939  -0.06
C -3.61085 -0.13639 0.31088  -0.02
C -2.27326 0.28731 0.57144  -0.32
N -1.21553 -0.13314 -0.13230  -0.01
C -1.34915 -1.15380 -1.09735  -0.24
C -1.42398 -0.82812 -2.45407  -0.21
C -1.51221 0.61434 -2.86563  -0.04
C -1.36124 -1.84688 -3.39953  -0.03
C -1.22914 -3.17851 -3.03067  -0.28
C -1.13330 -4.26781 -4.06690  -0.06
C -1.19130 -3.48483 -1.67553  -0.01
C -1.25824 -2.49682 -0.70284  -0.19
C -1.19426 -2.83960 0.75944  -0.03
H -0.81384 5.49379 2.20750  0.07
H -0.74525 4.40796 3.59269  0.06
H -2.08673 4.29865 2.43902  0.07
H 0.85862 3.65257 1.84906  0.09
H -1.52506 3.46349 -0.05060  0.08
H 0.16401 3.09009 -0.42649  0.05
H -0.31662 4.75793 -0.07134  0.07
H 0.90025 1.84832 3.94657  0.11
H -0.67577 -0.74578 3.58108  0.08
H 0.51025 -0.47643 4.86151  0.07
H 1.02278 -0.51323 3.15911  0.05
H -1.96827 1.09895 4.70658  0.07
H -1.36223 2.75528 4.77493  0.05
H -0.66161 1.51338 5.81592  0.07
H -3.08557 2.42702 3.13129  0.08
H -5.39541 2.44993 3.64520  0.07
H -6.36934 1.06807 3.14740  0.07
H -6.32210 2.51578 2.14835  0.07
H -5.67418 0.01089 0.77379  0.11
H -3.77366 -0.86400 -0.47514  0.11
H -2.32647 1.12319 -2.34438  0.07
H -1.67567 0.70202 -3.94152  0.07
H -0.58376 1.12468 -2.59870  0.06
H -1.39057 -1.58627 -4.45435  0.11
H -0.79869 -3.86837 -5.02556  0.07
H -2.09952 -4.75389 -4.22992  0.07
H -0.42423 -5.03699 -3.75642  0.07
H -1.07242 -4.51895 -1.36558  0.11
H -1.15080 -3.92047 0.89915  0.08
H -2.06887 -2.45253 1.29002  0.07
H -0.31004 -2.39336 1.22007  0.06
C 2.10505 -0.47465 -3.54234  -0.05
C 1.91136 -0.61406 -2.05334  -0.41
O 1.46488 0.46827 -1.46758  -0.18
C 2.23366 -1.84227 -1.41528  -0.13
C 2.67680 -2.94273 -2.20979  -0.07
C 3.00383 -4.17655 -1.67822  -0.15
C 2.91983 -4.38652 -0.30642  -0.14
C 2.51196 -3.33023 0.51266  -0.06
C 2.17052 -2.07564 0.01709  -0.37
O 1.81973 -1.13599 0.88985  -0.23
H 1.79058 0.52842 -3.83012  0.07
H 1.51504 -1.20136 -4.11040  0.07
H 3.15569 -0.60706 -3.83577  0.07
H 2.74336 -2.81343 -3.28173  0.08
H 3.32111 -4.97681 -2.33818  0.08
H 3.16606 -5.34942 0.12568  0.08
H 2.43822 -3.45900 1.58754  0.10
O 2.46111 2.04509 0.73844  -0.16
N 3.39857 1.79169 -0.12880  -0.21
C 3.68751 2.70477 -1.07937  -0.02
C 4.63179 2.44372 -2.04377  -0.06
C 5.29220 1.22166 -2.05179  -0.08
C 4.97999 0.30109 -1.06592  -0.03
C 4.04087 0.60779 -0.10418  -0.01
H 3.09751 3.60540 -1.02103  0.13
H 4.82687 3.19524 -2.79610  0.10
H 6.01720 0.98947 -2.81945  0.10
H 5.42709 -0.68276 -1.04517  0.12
H 3.68857 -0.07308 0.65972  0.13

Cartesian forces (eV/Å) of the 2 atoms listed first:
-0.12 -0.07 -0.25
0.01 0.01 -0.01